Molecular formula: C33H49BiCl3N2O3PSi
Method: DFT, ωB97M-V/def2-TZVPD

```
93
C33H49BiCl3N2O3PSi ωB97M-V/def2-TZVPD
C 2.456 -2.306 -7.244
C 1.844 -1.532 -8.363
H 2.331 -3.375 -7.417
H 1.975 -2.033 -6.301
H 3.533 -2.111 -7.153
C 1.701 -1.999 -9.615
C 2.105 -3.366 -10.054
H 1.321 -1.351 -10.413
H 1.772 -4.158 -9.369
H 3.191 -3.476 -10.187
H 1.633 -3.552 -11.028
Bi 0.199 -0.294 -1.238
Cl 1.477 1.218 0.342
Cl 2.246 -0.496 -2.728
C -0.283 2.815 -2.289
O -1.081 1.901 -1.929
N -0.698 3.904 -2.923
C -2.095 4.056 -3.330
C 0.278 4.830 -3.484
H 0.808 2.751 -2.143
H -2.754 3.814 -2.486
H -2.341 3.413 -4.189
H -2.223 5.105 -3.625
H 1.192 4.743 -2.882
H -0.132 5.844 -3.432
H 0.506 4.583 -4.533
H 0.129 -4.837 -1.126
H -0.581 -3.005 -3.029
C -0.955 -4.977 -0.982
C -1.579 -3.428 -2.805
N -1.700 -3.800 -1.402
H -1.165 -5.146 0.081
C -2.129 -2.906 -0.481
O -2.430 -1.720 -0.721
H -2.357 -2.698 -3.048
H -2.158 -3.329 0.546
H -1.292 -5.845 -1.564
H -1.717 -4.336 -3.405
O 0.259 -0.341 -7.072
C 1.325 -0.147 -7.985
C -0.226 0.569 -9.872
C 0.965 0.749 -9.164
H -0.933 -0.203 -9.547
C -0.467 1.343 -11.015
H 2.157 0.325 -7.442
C 1.892 1.719 -9.557
H -1.389 1.176 -11.578
C 0.480 2.281 -11.442
C 1.663 2.467 -10.712
H 2.797 1.818 -8.954
H 0.303 2.849 -12.359
H 2.416 3.174 -11.061
Si -0.840 0.639 -6.279
Cl 0.926 -2.400 0.040
C -2.539 0.166 -6.899
C -0.468 2.443 -6.597
C -0.703 0.195 -4.483
H -2.693 0.448 -7.948
H -3.305 0.675 -6.289
H -2.685 -0.922 -6.819
H -0.733 -0.892 -4.334
H -1.517 0.651 -3.897
H 0.260 0.538 -4.080
H -0.304 2.657 -7.665
H 0.443 2.751 -6.050
H -1.325 3.049 -6.254
C -3.281 0.725 2.138
P -1.508 0.541 1.726
C -0.968 2.104 2.554
C -0.823 3.208 1.690
C -0.307 4.414 2.158
C -0.038 4.580 3.525
C -0.289 3.527 4.405
C -0.748 2.290 3.926
C -1.094 -0.740 2.986
C 0.207 -0.768 3.521
C 0.532 -1.689 4.518
C -0.420 -2.605 4.969
C -1.681 -2.641 4.371
C -2.007 -1.749 3.345
H -3.680 1.632 1.672
H -3.352 0.825 3.232
H -3.849 -0.146 1.797
H -1.061 3.079 0.634
H -0.114 5.237 1.468
H 0.358 5.533 3.890
H -0.119 3.671 5.476
H -0.925 1.479 4.631
H 0.953 -0.070 3.134
H 1.536 -1.686 4.944
H -0.179 -3.308 5.769
H -2.409 -3.369 4.717
H -2.976 -1.816 2.844
```

**Max |F|**: 2.1 eV/Å
**Highest occupied orbital energy**: -8.1 eV
**Multiplicity**: 1
**Relative energy (zero: lowest compared OMol25 entry of this formula, charge and spin)**: 0.00 kJ/mol
**Net charge**: 0

=====

Molecular formula: C33H49BrCoNP3
Method: DFT, ωB97M-V/def2-TZVPD

```
88
C33H49BrCoNP3 ωB97M-V/def2-TZVPD
C 3.092 -2.146 2.568
C 2.408 -2.752 1.461
C 2.105 -4.140 1.518
C 2.558 -4.871 2.631
N 3.243 -4.307 3.639
C 3.497 -2.986 3.623
C 1.970 -2.098 0.311
C 1.442 -1.656 -0.751
C 1.966 -1.267 -2.050
C 1.223 -0.423 -2.928
C 1.927 0.556 -3.663
C 3.250 0.715 -3.301
C 4.053 -0.330 -2.815
C 3.357 -1.436 -2.304
Co 0.188 0.657 -0.668
P -0.596 -0.090 1.285
H 1.559 -4.623 0.716
H 3.354 -1.093 2.590
H 2.342 -5.952 2.724
H 4.028 -2.582 4.498
H 3.857 -2.333 -1.958
H 0.164 -0.543 -3.135
H 5.140 -0.241 -2.855
H 1.425 1.169 -4.399
C -2.138 0.926 1.655
C -3.053 0.475 2.784
H -2.700 1.044 0.715
H -1.764 1.930 1.897
H -3.905 1.158 2.857
H -3.466 -0.528 2.647
H -2.556 0.518 3.755
C -1.048 -1.847 1.629
C -0.828 -2.444 3.047
H -0.479 -2.450 0.907
H -2.111 -1.996 1.394
H -1.093 -3.518 3.034
H 0.226 -2.390 3.369
H -1.468 -1.979 3.821
C 0.509 0.404 2.684
C 0.006 0.665 4.120
H 1.047 1.310 2.357
H 1.278 -0.384 2.718
H 0.878 0.873 4.759
H -0.635 1.553 4.210
H -0.509 -0.191 4.577
Br 4.102 2.480 -3.648
P -1.724 -0.926 -1.768
C -3.234 -1.466 -0.864
C -4.529 -1.617 -1.654
H -3.375 -0.727 -0.054
H -2.993 -2.436 -0.390
H -5.326 -1.901 -0.960
H -4.830 -0.690 -2.136
H -4.474 -2.405 -2.405
C -2.357 0.231 -3.078
C -2.839 -0.420 -4.361
H -1.549 0.946 -3.299
H -3.164 0.816 -2.609
H -3.088 0.354 -5.093
H -2.073 -1.051 -4.817
H -3.738 -1.026 -4.220
C -1.169 -2.559 -2.501
C -2.215 -3.509 -3.074
H -0.661 -3.052 -1.656
H -0.382 -2.379 -3.251
H -1.700 -4.380 -3.502
H -2.890 -3.895 -2.307
H -2.810 -3.066 -3.876
C 0.434 3.194 -2.157
P 0.989 2.563 -0.529
C 2.803 2.444 -0.552
C 0.856 3.980 0.593
C 1.496 5.195 0.288
C 1.332 6.249 1.179
C 0.692 6.064 2.415
C 0.110 4.834 2.715
C 0.215 3.767 1.809
H -0.592 2.841 -2.280
H 1.085 2.789 -2.945
H 0.474 4.284 -2.150
H 3.104 2.037 -1.520
H 3.239 3.437 -0.444
H 3.130 1.773 0.246
H 2.122 5.295 -0.612
H 1.718 7.233 0.904
H 0.676 6.877 3.150
H -0.421 4.675 3.641
H -0.188 2.783 2.095
```

**Max |F|**: 4.7 eV/Å
**Highest occupied orbital energy (alpha / beta)**: -13.7 / -14.0 eV
**Multiplicity**: 4
**Relative energy (zero: lowest compared OMol25 entry of this formula, charge and spin)**: 0.00 kJ/mol
**Net charge**: +2

=====

Molecular formula: C33H49F3I2N5O10
Method: DFT, ωB97M-V/def2-TZVPD

```
102
C33H49F3I2N5O10 ωB97M-V/def2-TZVPD
C 4.889 -4.110 4.642
C 5.641 -2.750 4.249
C 5.517 -2.563 2.688
O 6.235 -1.388 2.225
N 5.763 -0.250 2.799
C 5.033 0.554 2.018
N 4.729 0.237 0.709
C 3.979 1.277 0.104
C 3.475 1.359 -1.332
I 1.681 2.400 -1.948
C 4.190 0.699 -2.326
C 5.493 -0.125 -2.074
I 3.486 0.732 -4.383
N 3.867 2.181 1.141
C 3.209 3.507 1.160
C 2.033 3.611 2.243
C 0.657 3.015 1.748
C -0.613 3.864 2.218
C -1.870 2.940 2.566
C -3.210 3.635 2.040
C -4.506 3.114 2.772
C -4.847 1.597 2.506
C -5.237 1.254 1.015
C -6.565 1.945 0.507
C -7.878 1.099 0.740
C -7.821 -0.365 0.154
N -8.112 -1.411 1.166
C -8.911 -1.347 2.307
C -8.981 -2.574 3.079
C -8.116 -3.522 2.273
C -7.646 -2.740 1.134
N 4.447 1.796 2.294
H 4.036 -3.809 5.313
H 4.500 -4.594 3.709
H 5.578 -4.765 5.235
H 6.725 -2.759 4.561
H 5.100 -1.898 4.739
H 4.461 -2.564 2.306
H 6.041 -3.444 2.213
H 5.983 0.010 3.760
H 5.741 -0.722 -2.998
H 5.243 -0.896 -1.285
H 6.359 0.475 -1.694
H 3.994 4.241 1.527
H 2.890 3.881 0.158
H 1.872 4.726 2.369
H 2.354 3.237 3.255
H 0.643 3.029 0.630
H 0.564 1.945 2.092
H -0.380 4.611 3.019
H -0.942 4.464 1.313
H -1.802 1.944 2.052
H -1.924 2.858 3.691
H -3.311 3.562 0.924
H -3.103 4.735 2.293
H -4.364 3.240 3.879
H -5.360 3.797 2.477
H -5.619 1.229 3.245
H -3.912 1.006 2.738
H -5.256 0.129 0.921
H -4.377 1.589 0.357
H -6.461 2.191 -0.586
H -6.671 2.925 1.060
H -8.123 1.141 1.832
H -8.712 1.641 0.206
H -8.566 -0.529 -0.680
H -6.810 -0.564 -0.297
H -9.426 -0.387 2.564
H -9.520 -2.764 4.031
H -7.883 -4.585 2.518
H -6.982 -3.191 0.356
H 4.468 2.287 3.184
C 3.431 -2.695 -6.333
C 4.665 -2.369 -7.123
O 4.443 -3.035 -8.349
C 3.087 -3.071 -8.513
O 2.543 -3.311 -9.539
O 2.437 -2.789 -7.347
F 5.772 -2.892 -6.538
H 3.510 -3.652 -5.811
H 3.179 -1.919 -5.608
H 4.814 -1.305 -7.307
C 4.508 2.962 -8.451
C 5.014 1.736 -7.749
O 6.149 1.378 -8.504
C 6.631 2.549 -9.025
O 7.714 2.677 -9.487
O 5.710 3.550 -8.935
F 4.108 0.722 -7.820
H 3.854 2.724 -9.293
H 3.982 3.641 -7.779
H 5.302 1.900 -6.708
C -4.170 -5.090 3.798
C -3.068 -4.330 4.475
O -3.021 -3.121 3.744
C -4.291 -2.917 3.281
O -4.687 -1.880 2.858
O -5.044 -4.048 3.374
F -1.878 -4.966 4.340
H -3.821 -5.649 2.927
H -4.678 -5.777 4.474
H -3.252 -4.113 5.530
```

**Max |F|**: 4.8 eV/Å
**Highest occupied orbital energy**: -8.8 eV
**Multiplicity**: 1
**Net charge**: +1